1.
Formula: C3H6OS2
Source: the Open Molecules 2025 dataset
Level of theory: wB97M-V/def2-TZVPD

Its HOMO energy is -0.294 Eh. As for the relative energy (zero: lowest compared OMol25 entry of this formula, charge and spin): 65.9 kcal/mol. The orbital gap is 8.030 eV. The value obtained for the calculated total energy is -989.42344 hartree.

Geometry (Å):
1 C -0.6551 -0.6388 1.9933
2 C 0.1565 0.2402 -2.1752
3 C 0.9805 0.5996 -0.9822
4 H -1.0653 -0.4749 3.8375
5 H 0.2344 -1.1818 2.3299
6 H -0.7911 0.7863 -2.1504
7 H -0.0959 -0.8257 -2.1419
8 H 0.6814 0.4632 -3.1075
9 H 0.5060 0.3949 -0.0181
10 O -1.4417 -0.2151 2.9853
11 S -0.9719 -0.3850 0.4330
12 S 2.4622 1.2370 -1.0036

Here are the Löwdin charges for atoms 1 to 2, given in e: -0.6716, -0.2257

=====

2.
Formula: C19H25FHgN3O4
Source: the Open Molecules 2025 dataset
Level of theory: wB97M-V/def2-TZVPD

The expectation value of S² is 0.75. As for the multiplicity: 2. Its HOMO energy (alpha / beta) is -0.303 / -0.305 Eh. As for the relative energy (zero: lowest compared OMol25 entry of this formula, charge and spin): 0.0 kcal/mol. The orbital gap (alpha / beta) is 8.342 / 7.823 eV. The value obtained for the calculated total energy is -1457.34899 hartree.

Geometry (Å):
1 Hg 3.5479 -4.1781 -0.3395
2 C -4.4596 -1.5617 0.4430
3 C -3.5843 -1.6549 -0.8034
4 N -2.1178 -1.6964 -0.6660
5 C -1.4517 -2.8590 -0.7619
6 C -0.1062 -3.0643 -0.5756
7 C 0.3967 -4.5024 -0.4598
8 O -0.3542 -5.3788 -0.0942
9 O 1.6251 -4.6779 -0.8670
10 C 0.7732 -2.0007 -0.1058
11 O 1.9880 -2.1359 0.1088
12 C 0.0115 -0.7817 0.1762
13 C 0.7336 0.3198 0.7026
14 C 0.2459 1.5863 0.7854
15 F 1.1412 2.5374 1.2327
16 C -1.1112 1.7593 0.4989
17 C -1.8752 0.7382 -0.0194
18 C -1.3570 -0.5861 -0.2460
19 N -1.6693 3.0351 0.7133
20 C -3.1007 3.2497 0.9173
21 C -3.8021 3.8678 -0.2847
22 N -3.0839 4.9819 -0.7805
23 C -1.7017 4.6282 -1.0896
24 C -1.0322 4.2913 0.2547
25 H -5.4178 -1.2147 0.0974
26 H -4.0499 -0.7689 1.0818
27 H -4.5513 -2.4715 1.0617
28 H -3.7853 -0.7261 -1.3873
29 H -3.8491 -2.4930 -1.4222
30 H -2.0830 -3.6904 -1.0251
31 H 1.7955 0.0967 0.8745
32 H -2.8439 1.0821 -0.4395
33 H -3.1813 4.0392 1.7717
34 H -3.5254 2.2850 1.3074
35 H -4.8372 4.1062 -0.0521
36 H -3.8016 3.0459 -0.9825
37 H -3.7321 6.3111 1.4937
38 H -3.5170 5.2638 -1.6072
39 H -1.2842 5.5675 -1.4701
40 H -1.6815 3.8024 -1.7755
41 H -1.1689 5.1154 1.0005
42 H 0.0207 4.1875 0.1582
43 C 5.7742 -1.7138 0.0274
44 C 6.2579 -3.1592 -0.1727
45 C 7.5279 -3.2476 0.7225
46 O 5.4186 -4.2366 0.0599
47 H 6.5049 -0.9845 -0.3197
48 H 5.5822 -1.5740 1.0962
49 H 4.8253 -1.4653 -0.5138
50 H 6.5608 -3.3323 -1.1965
51 H 7.1624 -3.1290 1.7604
52 H 8.1442 -2.4132 0.4106
53 H 8.0786 -4.1998 0.7007

Here are the Löwdin charges for atoms 1 to 2, given in e: 1.3770, -0.0610

=====

3.
Formula: C6H12BBrNO4PSi2
Source: the Open Molecules 2025 dataset
Level of theory: wB97M-V/def2-TZVPD

Its HOMO energy is -0.284 Eh. The orbital gap is 7.352 eV. The value obtained for the calculated total energy is -4110.80447 hartree.

Geometry (Å):
1 N -3.0428 2.2323 0.3064
2 B -1.6971 1.7780 0.8264
3 O -1.1401 2.4673 1.9674
4 Si -0.8693 0.2954 -0.1423
5 O -2.0065 -1.0333 -0.0782
6 Si -1.5926 -2.3238 -1.1610
7 Br -3.4079 -3.6937 -1.3350
8 C 0.8955 -0.1452 0.4342
9 C 1.1529 -1.4545 1.2442
10 C 2.5335 -1.9521 1.7334
11 C 3.7967 -1.1070 1.4208
12 C 3.5900 0.2245 0.6255
13 C 2.1818 0.7204 0.1317
14 P -0.7577 0.9596 -2.2878
15 O -2.3566 0.9273 -2.9219
16 O -0.0497 2.5214 -2.3869
17 H -3.5905 2.6865 1.0514
18 H -3.5468 1.3522 0.0858
19 H -0.7949 1.7716 2.5687
20 H -1.0932 -1.8980 -2.4636
21 H -0.5001 -3.0801 -0.5065
22 H 0.2436 -2.1128 1.4580
23 H 2.5600 -2.9580 2.2939
24 H 4.8025 -1.5009 1.7740
25 H 4.5470 0.8222 0.3908
26 H 2.1164 1.6834 -0.4693
27 H -2.8943 0.3488 -2.3259
28 H 0.9199 2.4686 -2.2343

Here are the Löwdin charges for atoms 1 to 2, given in e: 0.0994, -0.5543

=====

4.
Formula: C2H6N2S
Source: the Open Molecules 2025 dataset
Level of theory: wB97M-V/def2-TZVPD

As for the structure (SMILES): CN(N)C=S. Its HOMO energy is -0.316 Eh. As for the relative energy (zero: lowest compared OMol25 entry of this formula, charge and spin): 28.5 kcal/mol. The orbital gap is 9.444 eV. The value obtained for the calculated total energy is -587.45861 hartree.

Geometry (Å):
1 C -1.2604 -0.5463 -0.0209
2 N 0.0265 0.0637 -0.0141
3 N 0.0397 1.4661 -0.0628
4 C 1.2111 -0.5993 0.0166
5 S 2.7171 -0.0104 -0.0187
6 H -1.8155 0.0190 -0.7957
7 H -1.2900 -1.6024 -0.3505
8 H -1.7809 -0.5185 0.9440
9 H 0.2235 1.7319 0.8784
10 H 0.8827 1.6799 -0.5833
11 H 1.0461 -1.6836 0.0070

Here are the Löwdin charges for atoms 1 to 2, given in e: -0.0715, -0.3292

=====

5.
Formula: C22H27Br2FN3OTeTi
Source: the Open Molecules 2025 dataset
Level of theory: wB97M-V/def2-TZVPD

The charge is -1. The expectation value of S² is 2.02. As for the multiplicity: 3. Its HOMO energy (alpha / beta) is -0.094 / -0.164 Eh. As for the relative energy (zero: lowest compared OMol25 entry of this formula, charge and spin): 0.0 kcal/mol. The orbital gap (alpha / beta) is 5.078 / 6.975 eV. The value obtained for the calculated total energy is -7459.60797 hartree.

Geometry (Å):
1 Ti -0.0698 -0.5139 1.0788
2 Br -3.0345 3.5272 1.0690
3 C -3.5425 1.6966 1.0857
4 C -4.8612 1.3458 0.8191
5 C -5.2049 0.0104 0.7730
6 Br -7.0167 -0.4288 0.3717
7 C -4.2735 -1.0237 0.9844
8 C -4.5222 -2.4272 0.9290
9 C -3.4462 -3.3023 1.1396
10 C -2.1764 -2.8327 1.3673
11 N -1.8961 -1.4947 1.4112
12 C -2.9491 -0.6222 1.2658
13 C -2.5616 0.7400 1.3238
14 O -1.2802 0.9879 1.5545
15 H -5.6021 2.1098 0.6339
16 H -5.5164 -2.7995 0.7340
17 H -3.6104 -4.3725 1.1209
18 H -1.3362 -3.4986 1.5149
19 F 0.8810 -1.8140 1.8579
20 C -1.4622 0.3877 -3.8905
21 C -1.9131 1.2950 -2.7490
22 C -1.6026 2.7506 -3.0839
23 C -3.4143 1.1313 -2.4928
24 N -1.0927 0.9953 -1.5641
25 N -1.2343 -0.3102 -1.0172
26 H -1.9479 0.6842 -4.8220
27 H -1.7242 -0.6552 -3.6989
28 H -0.3800 0.4566 -4.0163
29 H -2.1447 3.0601 -3.9792
30 H -0.5318 2.8761 -3.2499
31 H -1.9025 3.4027 -2.2596
32 H -3.9825 1.4341 -3.3751
33 H -3.7304 1.7469 -1.6497
34 H -3.6873 0.0953 -2.2742
35 H -1.2922 1.6514 -0.8127
36 H -0.6622 -0.9301 -1.5834
37 H -2.2042 -0.6190 -1.0081
38 C 6.9659 -0.8496 2.9159
39 C 5.7612 -0.5430 2.0645
40 C 5.6574 -1.0109 0.7643
41 C 4.5519 -0.7241 -0.0335
42 C 4.5081 -1.2758 -1.4332
43 C 3.5078 0.0578 0.4769
44 Te 1.8207 0.5527 -0.7398
45 C 3.6003 0.5404 1.7926
46 C 2.5367 1.4082 2.4152
47 C 4.7197 0.2300 2.5589
48 H 7.6154 -1.5767 2.4274
49 H 6.6691 -1.2564 3.8845
50 H 7.5542 0.0518 3.1047
51 H 6.4568 -1.6213 0.3540
52 H 5.4030 -1.8636 -1.6443
53 H 4.4345 -0.4733 -2.1700
54 H 3.6283 -1.9062 -1.5735
55 H 1.5810 0.8880 2.5582
56 H 2.3157 2.2762 1.7933
57 H 2.8616 1.7494 3.3994
58 H 4.7785 0.6063 3.5763

Here are the Löwdin charges for atoms 1 to 2, given in e: 0.8468, 0.7378

=====

6.
Formula: C20H50As3O4RuSi
Source: the Open Molecules 2025 dataset
Level of theory: wB97M-V/def2-TZVPD

The charge is +3. The expectation value of S² is 6.01. As for the multiplicity: 5. Its HOMO energy (alpha / beta) is -0.530 / -0.530 Eh. The orbital gap (alpha / beta) is 7.058 / 4.626 eV. The value obtained for the calculated total energy is -8183.68026 hartree.

Geometry (Å):
1 Ru 1.0055 -0.2948 0.8992
2 C 4.1089 0.8070 1.2178
3 O 3.0132 0.0971 1.8354
4 C 2.9956 0.2188 3.2647
5 C 1.8376 -0.5978 3.7698
6 O 0.5865 -0.1746 3.1698
7 C -0.2296 0.6763 4.0144
8 C -0.3154 2.1305 3.6040
9 O -1.3018 2.3768 2.5843
10 C -2.3761 3.0968 3.1024
11 H 5.0468 0.5059 1.6825
12 H 3.9670 1.8822 1.3266
13 H 4.1138 0.5289 0.1675
14 H 2.9164 1.2740 3.5419
15 H 3.9287 -0.1813 3.6685
16 H 1.7702 -0.5388 4.8547
17 H 1.9682 -1.6457 3.4958
18 H 0.1869 0.6300 5.0203
19 H -1.2266 0.2353 4.0443
20 H 0.6438 2.5096 3.2463
21 H -0.5680 2.6984 4.5041
22 H -2.0550 4.0414 3.5488
23 H -2.9807 2.5179 3.8053
24 H -2.8435 4.0021 1.3711
25 C 2.8382 -3.6626 1.5119
26 As 1.5063 -2.8542 0.3598
27 C 0.0979 -4.1879 0.3332
28 C 2.4292 -2.9158 -1.3709
29 C 1.7870 -2.3203 -2.6400
30 C 0.3356 -2.7681 -2.7699
31 C 1.9201 -0.7892 -2.6768
32 As 0.8298 0.3904 -1.5563
33 C 1.5178 2.1156 -2.1101
34 C -0.9565 0.3855 -2.3079
35 C 2.6464 -2.8586 -3.8098
36 As 2.2836 -2.6349 -5.7754
37 C 0.8441 -3.9472 -5.9894
38 C 1.1682 -1.0210 -5.9589
39 H 3.1693 -4.5949 1.0548
40 H 2.4053 -3.8856 2.4853
41 H 3.6926 -2.9979 1.6228
42 H 0.4437 -5.0424 -0.2474
43 H -0.8152 -3.7974 -0.1056
44 H -0.0930 -4.5029 1.3573
45 H 2.5971 -3.9860 -1.5207
46 H 3.4139 -2.4735 -1.1973
47 H -0.2575 -2.4697 -1.8988
48 H 0.2711 -3.8536 -2.8619
49 H -0.1310 -2.3366 -3.6533
50 H 1.6830 -0.4397 -3.6820
51 H 2.9554 -0.4941 -2.4829
52 H 1.5317 2.1566 -3.1985
53 H 2.5278 2.2591 -1.7317
54 H 0.8734 2.9049 -1.7276
55 H -0.8892 0.5382 -3.3849
56 H -1.5226 1.2041 -1.8685
57 H -1.4618 -0.5556 -2.1106
58 H 2.6969 -3.9489 -3.7267
59 H 3.6732 -2.5102 -3.6675
60 H 1.2061 -4.9307 -5.6911
61 H 0.5971 -3.9987 -7.0489
62 H -0.0599 -3.7031 -5.4340
63 H 1.7584 -0.1132 -5.8318
64 H 0.2833 -0.9994 -5.3208
65 H 0.8257 -1.0298 -6.9941
66 C -5.4987 4.4789 0.5988
67 Si -5.1341 3.7927 2.2696
68 C -5.7962 2.1197 2.6505
69 C -5.0922 5.0087 3.6500
70 O -3.2644 3.3941 2.0017
71 H -6.3968 5.0992 0.6666
72 H -5.6911 3.6971 -0.1362
73 H -4.7132 5.1365 0.2156
74 H -6.8580 2.0946 2.3899
75 H -5.7147 1.8599 3.7063
76 H -5.3085 1.3480 2.0509
77 H -6.0873 5.4545 3.7450
78 H -4.4021 5.8352 3.4651
79 H -4.8573 4.5539 4.6138

Here are the Löwdin charges for atoms 1 to 2, given in e: 0.9245, -0.0323